[1]
# C8H7N2

C8H7N2 as an isolated structure (wB97M-V/def2-TZVPD, the Open Molecules 2025 dataset).

Computed properties:
Charge: +1
Gap between HOMO and LUMO (alpha / beta), eV: 7.90 / 7.90
Calculated total energy, hartree: -418.0959
Highest occupied orbital energy (alpha / beta), eV: -13.222 / -13.221
Energy relative to the best compared isomer or geometry (same formula, charge and spin), kJ/mol: 392.65
E_LUMO (alpha / beta), eV: -5.320 / -5.318

Each line ends with the Mulliken charge.
Geometry (Å):
C1 -1.22 -3.02 0.38  -0.147
C2 -0.09 -3.52 0.75  0.160
C3 -1.73 0.22 -0.62  -0.649
C4 -1.58 -2.03 -0.31  0.361
C5 -0.45 0.28 -0.14  0.645
C6 1.10 -2.92 0.98  -0.802
C7 1.08 -1.56 0.60  0.339
C8 0.42 1.53 -0.01  -0.985
N1 0.03 -0.94 0.07  -0.269
N2 -2.27 -1.04 -0.66  -0.040
H1 -2.36 1.03 -0.91  0.438
H2 1.96 -3.40 1.25  0.467
H3 2.03 -1.04 0.51  0.270
H4 1.46 1.13 0.18  0.249
H5 0.40 1.97 -0.93  0.368
H6 0.07 2.24 0.78  0.288
H7 -3.28 -0.94 -0.75  0.307



[2]
# C8H7N3O

A single C8H7N3O molecule (wB97M-V/def2-TZVPD, the Open Molecules 2025 dataset).

Computed properties:
SMILES: O=c1[nH]ncn1-c1ccccc1
Charge: 0
Gap between HOMO and LUMO, eV: 9.41
Calculated total energy, hartree: -548.5498
Highest occupied orbital energy, eV: -8.661
Energy relative to the best compared isomer or geometry (same formula, charge and spin), kJ/mol: 126.31
E_LUMO, eV: 0.753

Each line ends with the Mulliken charge.
Geometry (Å):
O1 -1.96 2.12 -0.02  -0.640
C1 -2.14 0.92 -0.10  0.423
N1 -3.30 0.21 -0.04  0.127
N2 -3.23 -1.11 0.14  -0.708
C2 -1.93 -1.40 -0.02  -0.087
N3 -1.22 -0.16 -0.12  0.032
C3 0.16 -0.02 -0.07  0.997
C4 0.76 1.22 -0.10  -0.384
C5 2.14 1.29 0.07  -0.415
C6 2.96 0.19 0.07  -0.415
C7 2.35 -1.12 -0.06  -0.704
C8 0.98 -1.15 -0.14  -0.268
H1 -4.12 0.73 0.26  0.290
H2 -1.48 -2.36 0.12  0.391
H3 0.14 2.13 -0.28  0.359
H4 2.51 2.35 0.18  0.282
H5 4.01 0.33 0.30  0.355
H6 2.94 -2.05 -0.03  0.349
H7 0.45 -2.14 -0.17  0.016



[3]
# C8H7N4OS

An isolated ion of composition C8H7N4OS and charge -1 (wB97M-V/def2-TZVPD, the Open Molecules 2025 dataset).

Computed properties:
SMILES: C=CCN1C([O-])=C2C=NN=C2N2S[C@@H]12
Charge: -1
Gap between HOMO and LUMO, eV: 7.16
Calculated total energy, hartree: -1001.4499
Highest occupied orbital energy, eV: -4.104
E_LUMO, eV: 3.055

Each line ends with the Mulliken charge.
Geometry (Å):
C1 1.42 3.07 1.30  -0.740
C2 0.56 2.44 0.52  -0.152
C3 1.07 1.33 -0.36  -0.996
N1 0.31 0.15 -0.18  0.220
C4 -0.71 -0.15 -1.07  0.551
O1 -1.03 0.68 -1.92  -0.741
C5 -1.33 -1.42 -0.80  0.948
C6 -2.30 -2.26 -1.47  -1.095
N2 -2.26 -3.41 -0.96  -0.516
N3 -1.46 -3.49 0.08  -0.695
C7 -0.84 -2.32 0.16  0.287
N4 0.05 -1.84 1.06  -0.076
S1 1.79 -2.30 0.99  -0.385
C8 0.55 -0.58 0.92  -0.154
H1 1.24 3.97 1.85  0.287
H2 2.43 2.75 1.28  0.252
H3 -0.53 2.48 0.53  0.321
H4 2.11 1.20 -0.16  0.575
H5 0.80 2.00 -1.28  0.246
H6 -2.92 -2.12 -2.33  0.498
H7 1.06 -0.18 1.81  0.364